The following is a quantum chemistry calculation of a molecular structure, C14H17BF6N6OTc at a distorted geometry, from the OMol25 dataset.

ORCA input file:
```
! wB97M-V def2-TZVPD RIJCOSX def2/J DEFGRID3
* xyz 4 4
C 0.528 2.876 -0.016
N 0.732 1.621 -0.520
N 0.914 1.739 -1.890
C 0.779 3.040 -2.245
C 0.551 3.790 -1.081
B 1.127 0.401 -2.689
N 2.220 -0.516 -2.063
N 2.176 -0.895 -0.722
C 3.272 -1.692 -0.487
C 3.935 -1.883 -1.701
C 3.223 -1.172 -2.647
Tc 0.392 -0.343 0.207
N -0.198 -0.367 -2.634
N -0.709 -0.836 -1.412
C -1.867 -1.540 -1.734
C -2.045 -1.476 -3.107
C -0.989 -0.768 -3.617
H -2.490 -2.031 -1.000
H -0.711 -0.507 -4.636
H -2.874 -1.895 -3.681
H 1.392 0.663 -3.828
H 3.336 -1.071 -3.712
H 0.845 3.363 -3.278
H 4.831 -2.460 -1.863
H 0.421 4.861 -1.015
H 3.525 -2.046 0.499
H 0.383 3.072 1.024
H 0.009 -2.075 0.750
C 0.609 -2.353 1.734
H 1.381 -3.103 1.530
H 1.141 -1.439 2.138
H -0.126 -2.644 2.473
C -0.607 0.660 3.816
C -1.561 0.492 2.638
O -0.890 0.352 1.421
C -2.522 -0.751 2.732
F -3.679 -0.544 3.403
F -2.843 -1.224 1.494
F -1.860 -1.770 3.366
C -2.461 1.778 2.542
F -3.109 2.011 3.724
F -1.688 2.879 2.282
F -3.369 1.692 1.545
H 0.099 -0.182 3.834
H -1.179 0.697 4.751
H -0.043 1.594 3.675
*
```

Summary:
Lowest unoccupied orbital energy (alpha / beta) = -17.0 / -18.5 eV
Kohn-Sham gap (alpha / beta) = 6.7167 / 4.8356 eV